[1]
{
  "formula": "C4H8BrIO3S",
  "method": "wB97M-V/def2-TZVPD",
  "symbols": ["C", "C", "C", "C", "O", "O", "O", "S", "Br", "I", "H", "H", "H", "H", "H", "H", "H", "H"],
  "coordinates": [[0.698, 1.849, 0.862], [0.889, -1.661, -1.412], [0.163, 0.385, 1.154], [-0.894, 0.006, 0.146], [0.163, 0.803, -2.098], [-1.592, -0.977, -2.178], [-0.297, 0.315, 2.501], [-0.441, -0.408, -1.579], [-1.703, -1.994, 0.769], [-2.614, 1.267, 0.194], [0.165, 2.549, 1.336], [0.607, 1.968, -0.154], [1.726, 1.937, 1.186], [0.639, -2.501, -0.808], [1.031, -1.997, -2.427], [1.585, -1.023, -1.021], [1.052, -0.398, 1.035], [-1.179, -0.120, 2.493]],
  "relative_energy_kj_mol": 0.0,
  "gap_ev": 9.0
}

---

[2]
{
  "formula": "C4H8BrN2",
  "method": "wB97M-V/def2-TZVPD",
  "symbols": ["C", "C", "C", "C", "N", "N", "Br", "H", "H", "H", "H", "H", "H", "H", "H"],
  "coordinates": [[-1.997, -0.595, 0.081], [-2.190, -0.668, -1.303], [-0.646, -0.255, 0.558], [1.716, -0.251, -0.160], [-1.253, -0.108, -2.049], [0.365, 0.169, -0.300], [-0.701, -0.926, -3.579], [-2.810, -0.659, 0.774], [-2.994, -1.264, -1.714], [-0.586, 0.483, 1.349], [-0.262, -1.136, 1.019], [1.786, -0.646, 0.900], [2.454, 0.488, -0.380], [1.792, -0.927, -0.956], [-0.083, 0.602, -1.248]],
  "charge": 1,
  "relative_energy_kj_mol": 583.7,
  "gap_ev": [6.5, 6.5]
}

---

[3]
{
  "formula": "C4H8BrNO",
  "method": "wB97M-V/def2-TZVPD",
  "symbols": ["C", "C", "C", "C", "H", "H", "H", "H", "H", "H", "H", "H", "O", "N", "Br"],
  "coordinates": [[0.165, -1.911, 0.478], [0.886, -0.597, 0.531], [0.524, 0.347, -0.349], [1.285, 1.590, -0.795], [0.920, -2.819, 0.496], [-0.364, -2.075, -0.376], [-0.511, -1.903, 1.369], [1.840, -0.727, 1.172], [-0.303, 0.077, -1.002], [1.276, 2.251, 0.132], [2.299, 1.464, -0.964], [0.888, 2.172, -1.548], [-2.866, 1.667, 1.052], [-2.737, 1.159, 0.012], [-3.300, -0.696, -0.208]],
  "relative_energy_kj_mol": 413.5,
  "gap_ev": 8.1
}

---

[4]
{
  "formula": "C4H8BrNO2",
  "method": "wB97M-V/def2-TZVPD",
  "symbols": ["O", "N", "O", "C", "Br", "H", "H", "C", "C", "C", "H", "H", "H", "H", "H", "H"],
  "coordinates": [[2.079, -2.358, -1.489], [2.349, -1.451, -0.695], [2.322, -1.782, 0.665], [2.924, -0.343, -0.977], [3.244, 0.989, 0.309], [1.833, -2.615, 0.797], [2.891, -0.040, -1.942], [-0.595, 0.685, -1.142], [-0.931, 0.213, 0.005], [-0.505, 0.845, 1.326], [-0.033, 1.651, -1.137], [-0.912, 0.397, -2.149], [-1.252, -0.807, 0.013], [0.479, 0.540, 1.467], [-1.140, 0.431, 2.194], [-0.725, 1.893, 1.285]],
  "relative_energy_kj_mol": 473.7,
  "gap_ev": 9.6
}

---

[5]
{
  "formula": "C4H8BrOP",
  "method": "wB97M-V/def2-TZVPD",
  "symbols": ["C", "C", "C", "O", "P", "C", "Br", "H", "H", "H", "H", "H", "H", "H", "H"],
  "coordinates": [[0.077, -2.037, -1.101], [0.698, -1.196, -0.313], [0.104, -0.529, 0.833], [1.065, 0.120, 1.557], [-1.404, 0.542, 0.137], [-0.262, 1.720, -0.694], [-1.761, 1.730, 1.997], [0.289, -2.452, -2.048], [-0.942, -2.132, -0.813], [1.704, -0.910, -0.542], [-0.332, -1.321, 1.470], [0.524, 0.773, 1.994], [-0.493, 2.655, -1.230], [0.317, 1.023, -1.387], [0.416, 2.014, 0.139]],
  "relative_energy_kj_mol": 67.2,
  "gap_ev": 9.9
}

---

[6]
{
  "formula": "C4H8Cl3O4P",
  "method": "wB97M-V/def2-TZVPD",
  "symbols": ["O", "C", "Cl", "C", "Cl", "Cl", "H", "C", "O", "P", "O", "O", "C", "H", "H", "H", "H", "H", "H", "H"],
  "coordinates": [[2.943, -0.721, 1.331], [2.942, -1.710, 2.193], [4.453, -1.741, 3.048], [1.932, -2.561, 2.488], [0.346, -2.426, 1.687], [2.130, -3.850, 3.670], [2.276, -0.652, 0.622], [-1.943, 0.686, -3.067], [-1.003, 0.144, -2.155], [0.132, 1.035, -1.222], [0.869, -0.204, -0.656], [-0.623, 1.274, 0.207], [-1.809, 2.106, 0.406], [-3.016, 0.689, -2.590], [-2.086, 0.067, -3.998], [-1.761, 1.822, -3.211], [0.474, -0.933, -0.064], [-2.646, 1.512, 0.265], [-1.883, 2.833, -0.304], [-1.727, 2.631, 1.349]],
  "relative_energy_kj_mol": 155.1,
  "gap_ev": 9.6
}

---

[7]
{
  "formula": "C4H8Cl3OP",
  "method": "wB97M-V/def2-TZVPD",
  "symbols": ["C", "C", "Cl", "P", "O", "Cl", "H", "H", "H", "H", "H", "C", "C", "Cl", "H", "H", "H"],
  "coordinates": [[2.872, -0.842, -0.807], [1.949, -0.291, 0.229], [0.619, -1.419, 0.566], [1.354, 1.380, -0.380], [0.407, 0.935, -1.513], [0.119, 1.832, 1.149], [2.347, -1.461, -1.492], [3.291, 0.055, -1.417], [3.736, -1.334, -0.338], [2.335, -0.202, 1.207], [0.010, 0.087, -1.453], [-2.770, 1.085, -1.003], [-3.664, 0.154, -0.899], [-4.204, -0.450, 0.669], [-2.368, 1.648, -0.095], [-2.681, 1.662, -1.905], [-4.036, -0.376, -1.737]],
  "relative_energy_kj_mol": 154.7,
  "gap_ev": 10.2
}

---

[8]
{
  "formula": "C4H8Cl5O8V2",
  "method": "wB97M-V/def2-TZVPD",
  "symbols": ["O", "V", "O", "O", "V", "O", "Cl", "O", "O", "O", "O", "Cl", "C", "C", "Cl", "H", "H", "H", "H", "Cl", "C", "C", "Cl", "H", "H", "H", "H"],
  "coordinates": [[1.405, -3.956, 0.902], [0.590, -3.638, 2.180], [1.420, -3.812, 3.519], [-3.833, -1.821, 0.634], [-3.887, -0.797, 1.880], [-4.678, 0.513, 1.436], [-0.228, -0.502, 1.100], [0.652, -0.973, 2.057], [-0.572, -1.697, 0.395], [-1.495, -0.134, 1.780], [0.278, 0.531, 0.259], [4.183, -1.763, 0.720], [4.131, -1.956, -1.067], [3.156, -0.996, -1.725], [2.849, -1.464, -3.353], [3.870, -3.011, -1.150], [5.150, -1.814, -1.425], [3.472, 0.034, -1.887], [2.164, -0.882, -1.289], [-1.439, 5.261, 0.023], [-1.646, 3.685, -0.776], [-2.936, 3.092, -0.449], [-4.300, 4.076, -1.059], [-0.799, 3.048, -0.521], [-1.595, 3.895, -1.845], [-3.030, 2.948, 0.628], [-2.886, 2.134, -0.966]],
  "charge": 1,
  "multiplicity": 7,
  "gap_ev": [6.1, 2.6]
}

---

[9]
{
  "formula": "C4H8ClFO",
  "method": "wB97M-V/def2-TZVPD",
  "symbols": ["C", "O", "C", "C", "C", "F", "Cl", "H", "H", "H", "H", "H", "H", "H", "H"],
  "coordinates": [[-2.507, 0.033, 0.370], [-1.629, 0.405, -0.635], [-0.598, -0.496, -0.913], [0.604, -0.403, 0.027], [1.720, -1.308, -0.341], [0.131, -0.669, 1.286], [1.170, 1.328, 0.043], [-2.032, 0.128, 1.301], [-3.410, 0.629, 0.350], [-2.770, -1.035, 0.170], [-0.910, -1.543, -0.929], [-0.186, -0.245, -1.906], [2.124, -1.008, -1.287], [1.312, -2.330, -0.310], [2.521, -1.349, 0.528]],
  "relative_energy_kj_mol": 64.0,
  "gap_ev": 11.0
}

---

[10]
{
  "formula": "C4H8ClFeO12S2",
  "method": "wB97M-V/def2-TZVPD",
  "symbols": ["Fe", "Cl", "O", "O", "O", "O", "C", "C", "O", "S", "O", "O", "O", "H", "H", "H", "H", "C", "C", "O", "S", "O", "O", "O", "H", "H", "H", "H"],
  "coordinates": [[-0.157, -2.636, -2.496], [1.831, -1.115, -1.752], [0.944, -0.400, -2.632], [2.172, -2.218, -2.535], [2.945, -0.373, -1.201], [0.981, -1.595, -0.760], [-1.273, 2.606, -0.715], [-1.186, 2.668, -2.264], [-1.447, 3.955, -2.769], [-1.940, 5.008, -1.482], [-3.269, 5.602, -1.665], [-0.798, 5.818, -1.088], [-2.078, 3.697, -0.336], [-0.289, 2.440, -0.274], [-1.966, 1.790, -0.510], [-1.854, 1.988, -2.793], [-0.170, 2.337, -2.479], [1.694, -3.185, 2.494], [1.359, -1.720, 2.646], [-0.044, -1.554, 2.738], [-0.811, -3.025, 2.573], [-1.075, -3.306, 1.146], [-1.995, -3.197, 3.498], [0.563, -3.881, 3.041], [2.589, -3.601, 2.958], [1.846, -3.569, 1.485], [1.504, -1.222, 1.687], [1.924, -1.312, 3.484]],
  "charge": 2,
  "multiplicity": 6,
  "gap_ev": [5.2, 2.8]
}

---

[11]
{
  "formula": "C4H8ClN",
  "method": "wB97M-V/def2-TZVPD",
  "symbols": ["C", "C", "C", "C", "N", "Cl", "H", "H", "H", "H", "H", "H", "H", "H"],
  "coordinates": [[-2.002, -1.511, 0.025], [1.256, -0.528, -0.157], [1.983, 1.765, -0.255], [1.475, 0.754, 0.409], [-2.778, -0.742, 0.548], [-4.466, -0.020, -0.139], [-2.387, -2.302, -0.736], [0.310, -0.616, -0.680], [1.541, -1.356, 0.511], [1.977, -0.660, -1.090], [2.118, 2.737, 0.168], [-2.531, -0.113, 1.250], [2.401, 1.710, -1.303], [1.103, 0.883, 1.450]],
  "relative_energy_kj_mol": 393.2,
  "gap_ev": 8.6
}

---

[12]
{
  "formula": "C4H8ClN",
  "method": "wB97M-V/def2-TZVPD",
  "symbols": ["C", "C", "C", "C", "N", "Cl", "H", "H", "H", "H", "H", "H", "H", "H"],
  "coordinates": [[0.152, 0.855, -0.251], [0.465, -0.247, 0.693], [-1.116, 0.906, -0.999], [-0.369, -1.523, 0.850], [1.105, -0.065, -0.534], [3.819, 0.914, -0.227], [0.513, 1.924, -0.012], [1.122, 0.027, 1.496], [-2.053, 0.805, -0.373], [-1.050, 0.047, -1.653], [-0.971, 1.756, -1.662], [0.323, -2.386, 1.175], [-0.831, -1.615, -0.099], [-1.107, -1.398, 1.594]],
  "relative_energy_kj_mol": 407.8,
  "gap_ev": [8.8, 6.7]
}

---

[13]
{
  "formula": "C4H8ClN2",
  "method": "wB97M-V/def2-TZVPD",
  "symbols": ["C", "C", "N", "C", "N", "C", "Cl", "H", "H", "H", "H", "H", "H", "H", "H"],
  "coordinates": [[-1.141, 1.522, 0.143], [-0.052, 0.702, -0.614], [-0.094, -0.744, -0.615], [1.001, -1.090, 0.003], [1.628, -2.212, 0.029], [1.376, 0.333, 0.436], [2.891, 0.936, -0.125], [-1.629, 0.991, 1.094], [-1.724, 1.871, -0.631], [-0.778, 2.417, 0.577], [0.313, 1.177, -1.514], [-0.865, -1.168, -1.151], [2.620, -2.476, 0.385], [1.182, -2.973, -0.627], [1.214, 0.635, 1.426]],
  "charge": 1,
  "relative_energy_kj_mol": 217.5,
  "gap_ev": 10.8
}

---

[14]
{
  "formula": "C4H8ClN2O",
  "method": "wB97M-V/def2-TZVPD",
  "symbols": ["C", "N", "C", "C", "N", "C", "O", "Cl", "H", "H", "H", "H", "H", "H", "H", "H"],
  "coordinates": [[0.464, -0.821, 1.486], [-0.271, 0.141, 0.698], [-1.180, 0.954, 1.471], [-0.160, 0.300, -0.578], [0.645, -0.405, -1.384], [0.718, -0.189, -2.724], [-0.112, 0.947, -3.337], [1.690, -1.100, -3.685], [1.142, -0.298, 2.164], [-0.233, -1.399, 2.092], [1.048, -1.511, 0.883], [-0.651, 1.385, 2.322], [-1.605, 1.756, 0.872], [-1.993, 0.338, 1.859], [-0.744, 1.056, -1.102], [1.241, -1.154, -1.039]],
  "charge": 1,
  "relative_energy_kj_mol": 157.2,
  "gap_ev": 9.1
}

---

[15]
{
  "formula": "C4H8ClNO",
  "method": "wB97M-V/def2-TZVPD",
  "symbols": ["N", "C", "C", "C", "Cl", "C", "O", "H", "H", "H", "H", "H", "H", "H", "H"],
  "coordinates": [[0.186, 2.787, 0.163], [0.093, 1.725, 1.165], [-0.702, 0.383, 0.724], [-0.241, -0.694, 0.157], [-1.142, -2.083, -0.437], [1.212, -0.647, -0.226], [1.494, 0.499, -0.974], [-0.817, 3.001, -0.303], [0.506, 1.967, -0.568], [-0.703, 2.018, 2.057], [1.082, 1.445, 1.753], [-1.802, 0.472, 0.962], [1.314, -1.405, -0.997], [1.945, -1.003, 0.593], [2.469, 0.823, -0.343]],
  "relative_energy_kj_mol": 392.3,
  "gap_ev": 9.7
}

---

[16]
{
  "formula": "C4H8ClNO",
  "method": "wB97M-V/def2-TZVPD",
  "symbols": ["C", "C", "C", "C", "N", "O", "Cl", "H", "H", "H", "H", "H", "H", "H", "H"],
  "coordinates": [[0.552, -1.122, 0.577], [-0.875, -1.591, 0.658], [-0.495, -0.455, -0.264], [0.182, 2.187, -0.437], [-0.914, 0.799, 0.206], [-0.525, -0.635, -1.646], [-2.500, 1.200, -0.349], [0.951, -0.568, 1.410], [1.270, -1.757, 0.077], [-1.145, -2.539, 0.218], [-1.438, -1.331, 1.541], [-0.184, 2.369, -1.435], [-0.026, 2.960, 0.281], [1.165, 1.757, -0.378], [0.172, -1.245, -1.909]],
  "relative_energy_kj_mol": 321.4,
  "gap_ev": 9.9
}

---

Number 1: E_tot -3652.7500 a.u.. Number 2: E_tot -2840.2978 a.u.. Number 3: E_tot -2861.0715 a.u.. Number 4: E_tot -2936.2750 a.u.. Number 5: E_tot -3147.7818 a.u.. Number 6: E_tot -2180.0849 a.u.. Number 7: E_tot -1954.3816 a.u.. Number 8: E_tot -4947.1218 a.u.. Number 9: E_tot -792.4812 a.u.. Number 10: E_tot -3579.0583 a.u.. Number 11: E_tot -671.9870 a.u.. Number 12: E_tot -671.9814 a.u.. Number 13: E_tot -726.6105 a.u.. Number 14: E_tot -801.8280 a.u.. Number 15: E_tot -747.2492 a.u.. Number 16: E_tot -747.2761 a.u..